Entry 1:
# C15H25N5O3

C15H25N5O3 in the gas phase (wB97M-V/def2-TZVPD, the OMol25 dataset).

Geometry (Å):
C  1.6178  -0.3863  -4.1789
N  1.2088  -0.4435  -2.7055
C  1.4288  -1.5265  -1.9790
O  2.0591  -2.5262  -2.3538
C  0.9121  -1.3531  -0.5582
C  1.7168  -2.2891  0.3774
C  1.1312  -2.2443  1.8522
C  -0.0110  -2.7958  2.2680
N  -0.3179  -2.2371  3.5066
C  0.7240  -1.3961  3.8810
N  1.6426  -1.3768  2.9115
N  0.9763  -0.0307  0.0065
C  -0.1807  0.6003  0.3863
O  -1.2308  0.0385  0.1833
C  -0.0958  1.9454  1.1202
C  0.4151  1.7187  2.5091
C  0.6584  2.9239  3.3770
C  -0.6072  3.7963  3.6088
C  1.0756  2.4293  4.7783
N  0.7993  2.9946  0.4623
C  0.7053  3.3438  -0.8353
C  1.7258  4.5040  -1.2262
O  -0.0237  2.8788  -1.5861
H  2.6846  -0.5917  -4.4376
H  1.2842  0.5142  -4.4185
H  0.9477  -0.9324  -4.8247
H  0.6470  0.3064  -2.3264
H  -0.1466  -1.7129  -0.4922
H  1.8401  -3.2909  0.0556
H  2.7427  -2.1243  0.3401
H  -0.7459  -3.3697  1.6675
H  -1.2397  -2.2359  3.9557
H  0.7997  -0.9356  4.8376
H  1.8522  0.4802  -0.0477
H  -1.0696  2.4296  1.3127
H  -0.3688  1.2426  3.0134
H  1.3583  1.1745  2.4901
H  1.4089  3.5379  2.8138
H  -0.3253  4.6174  4.2048
H  -0.8986  4.2738  2.7435
H  -1.3249  3.0965  3.9082
H  0.3498  1.6522  5.1437
H  1.1591  3.1979  5.4831
H  2.0060  1.9669  4.6154
H  1.5195  3.5328  0.9929
H  1.6746  5.3131  -0.5436
H  2.6977  4.1472  -1.0819
H  1.4748  4.8545  -2.1745

Output
Multiplicity: 1
Frontier orbital gap: 9.36 eV
E_HOMO: -8.833 eV
Relative energy (zero: lowest compared OMol25 entry of this formula, charge and spin): 252.8 kJ/mol
Total charge: 0
Structure (SMILES): CNC(=O)[C@@H](Cc1c[nH]cn1)NC(=O)[C@@H](CC(C)C)NC(C)=O

---

Entry 2:
# C19H23N3O5S2

C19H23N3O5S2 in the gas phase (wB97M-V/def2-TZVPD, the OMol25 dataset).

Geometry (Å):
C  2.9085  1.9683  0.2808
C  4.1157  2.4034  -0.5369
O  4.1891  1.6835  -1.7731
C  4.7425  0.4718  -1.7434
O  5.2552  -0.0266  -0.7803
C  4.5992  -0.2041  -3.1028
C  3.1578  -0.5727  -3.2468
C  2.1575  0.2770  -3.6077
S  0.6240  -0.4972  -3.5154
C  1.4677  -1.9406  -2.9481
N  0.7913  -3.1024  -2.6621
C  -0.3885  -3.2165  -1.9653
O  -0.9863  -4.2630  -1.9048
C  -0.8124  -1.9642  -1.2696
C  -2.0845  -1.4413  -1.4717
C  -2.4508  -0.2631  -0.8419
C  -1.5542  0.3604  0.0035
S  -2.0000  1.9111  0.8035
O  -0.7768  2.6088  1.0758
O  -3.0018  2.5421  -0.0027
N  -2.6953  1.5556  2.2580
C  -1.8485  1.0970  3.3319
C  -1.8277  -0.4289  3.4457
C  -3.2568  -0.9568  3.5561
C  -4.0709  -0.4933  2.3497
C  -4.0404  1.0340  2.2633
C  -0.3006  -0.1707  0.2427
C  0.0761  -1.3363  -0.3977
N  2.7445  -1.8173  -2.8886
H  3.0013  0.9156  0.5389
H  1.9884  2.1217  -0.2784
H  2.8571  2.5526  1.1946
H  5.0396  2.2320  0.0250
H  4.0413  3.4535  -0.8242
H  5.2146  -1.1013  -3.1210
H  4.8953  0.4948  -3.8836
H  2.2338  1.3034  -3.9005
H  1.2257  -3.9690  -2.9587
H  -2.7657  -1.9474  -2.1382
H  -3.4125  0.1938  -1.0140
H  -0.8548  1.5025  3.1405
H  -2.2270  1.5280  4.2662
H  -1.3498  -0.8607  2.5639
H  -1.2467  -0.7160  4.3232
H  -3.2510  -2.0468  3.6085
H  -3.7151  -0.5761  4.4718
H  -3.6485  -0.9253  1.4401
H  -5.1054  -0.8279  2.4373
H  -4.5195  1.3980  1.3544
H  -4.5631  1.4600  3.1278
H  0.3714  0.3537  0.9033
H  1.0569  -1.7568  -0.2288

Output
Multiplicity: 1
Frontier orbital gap: 8.76 eV
E_HOMO: -8.815 eV
Relative energy (zero: lowest compared OMol25 entry of this formula, charge and spin): 126.0 kJ/mol
Total charge: 0
Structure (SMILES): CCOC(=O)Cc1csc(NC(=O)c2ccc(S(=O)(=O)N3CCCCC3)cc2)n1

---

Entry 3:
# C27H22Cl54F3NO2

A molecular structure, C27H22Cl54F3NO2 (wB97M-V/def2-TZVPD, the OMol25 dataset).

Geometry (Å):
O  4.5079  1.4316  4.0774
C  3.5755  2.2093  3.4647
C  3.6537  3.8058  3.0986
C  4.9074  4.8537  2.9644
C  4.5255  6.4322  2.6061
C  2.9319  6.8838  2.4069
C  1.6763  5.8068  2.5037
C  2.0915  4.2456  2.8582
C  1.1461  2.9082  3.0308
O  -0.1879  2.7757  3.1136
N  2.1919  1.7743  3.0192
C  2.3211  1.0248  1.7090
F  1.6213  1.7086  0.5756
F  3.7138  0.7764  1.2700
F  1.6931  -0.3196  1.9302
H  6.0196  4.4652  3.1162
H  5.3674  7.2379  2.4980
H  2.6826  8.0226  2.1801
H  0.5428  6.1220  2.3529
C  -1.4808  -1.6009  2.0269
Cl  -1.9308  -2.6730  3.3638
Cl  -2.7040  -1.6560  0.7463
Cl  -1.2618  0.0590  2.6071
H  -0.5314  -1.9484  1.6114
C  3.2215  5.4171  6.6050
Cl  3.8459  5.2077  4.9601
Cl  4.5479  5.4090  7.7797
Cl  2.2889  6.9185  6.7300
H  2.5569  4.5791  6.8303
C  8.1169  2.1494  5.2146
Cl  7.8236  3.7538  4.5224
Cl  9.0995  1.1674  4.1149
Cl  8.9040  2.2885  6.7960
H  7.1532  1.6523  5.3522
C  5.5153  -1.5009  2.6567
Cl  6.8788  -0.5940  1.9800
Cl  5.2769  -3.0177  1.7727
Cl  5.7742  -1.8194  4.3805
H  4.6120  -0.8947  2.5505
C  4.3605  2.6342  -1.3633
Cl  4.0206  2.8642  -3.0870
Cl  6.1002  2.4343  -1.0935
Cl  3.7370  3.9976  -0.4188
H  3.8537  1.7246  -1.0308
C  -2.9983  -4.6538  -1.4499
Cl  -1.5507  -5.6621  -1.6146
Cl  -3.0557  -3.4333  -2.7330
Cl  -4.4602  -5.6548  -1.4775
H  -2.9517  -4.1390  -0.4869
C  2.6302  2.0104  8.9679
Cl  3.2546  1.8010  7.3230
Cl  3.9566  2.0023  10.1426
Cl  1.6976  3.5118  9.0929
H  1.9656  1.1724  9.1932
C  6.0522  -3.2513  -2.1552
Cl  4.5253  -4.1422  -2.2753
Cl  7.1452  -3.7096  -3.4721
Cl  5.7561  -1.5043  -2.1718
H  6.5285  -3.5108  -1.2063
C  -4.1022  -3.3351  -6.6221
Cl  -5.6290  -4.2260  -6.7423
Cl  -3.0092  -3.7934  -7.9391
Cl  -4.3982  -1.5881  -6.6388
H  -3.6258  -3.5946  -5.6732
C  -8.5832  -7.4357  -6.1348
Cl  -7.9588  -7.6451  -7.7797
Cl  -7.2568  -7.4438  -4.9601
Cl  -9.5158  -5.9342  -6.0098
H  -9.2478  -8.2736  -5.9095
C  -2.6449  -4.1589  -11.5557
Cl  -1.1973  -5.1672  -11.7204
Cl  -2.7023  -2.9385  -12.8389
Cl  -4.1067  -5.1599  -11.5834
H  -2.5982  -3.6441  -10.5927
C  2.2762  6.9597  10.8697
Cl  3.5869  8.0934  10.5006
Cl  2.1456  6.7076  12.6185
Cl  0.7406  7.5479  10.2095
H  2.5081  6.0005  10.3998
C  3.6779  10.9479  0.7830
Cl  2.1451  10.4246  1.5015
Cl  4.4407  12.1948  1.7844
Cl  4.7685  9.5677  0.5700
H  3.4686  11.3764  -0.2005
C  -7.2228  -11.6024  -6.1989
Cl  -6.3721  -11.4912  -4.6487
Cl  -8.9253  -11.1506  -6.0083
Cl  -6.4393  -10.5774  -7.4135
H  -7.1780  -12.6390  -6.5426
C  -12.4073  -6.9921  -3.7455
Cl  -13.4305  -7.7051  -2.4869
Cl  -11.2426  -8.1830  -4.3492
Cl  -13.3996  -6.3643  -5.0725
H  -11.8520  -6.1591  -3.3069
C  -0.4917  -1.5787  -9.5973
Cl  0.3589  -1.4674  -8.0470
Cl  -2.1942  -1.1268  -9.4067
Cl  0.2918  -0.5536  -10.8119
H  -0.4470  -2.6153  -9.9410
C  -9.1076  -10.4486  -9.9993
Cl  -10.7252  -11.1213  -9.7343
Cl  -7.9684  -11.7278  -10.4522
Cl  -9.1543  -9.1879  -11.2435
H  -8.7649  -9.9974  -9.0646
C  2.0717  11.4286  12.2849
Cl  3.3824  12.5623  11.9158
Cl  1.9412  11.1765  14.0337
Cl  0.5361  12.0168  11.6247
H  2.3036  10.4694  11.8150

Output
Multiplicity: 1
Frontier orbital gap: 7.00 eV
E_HOMO: -9.403 eV
Total charge: 0

---

Entry 4:
# C53H50MoN8O

A molecular structure, C53H50MoN8O (wB97M-V/def2-TZVPD, the OMol25 dataset).

Geometry (Å):
Mo  0.1000  0.0178  0.1548
C  6.3706  3.9775  2.4672
C  6.3883  3.0999  1.3897
C  5.2222  2.4570  0.9973
C  4.0295  2.6685  1.6873
C  4.0205  3.5624  2.7599
C  5.1826  4.2150  3.1452
C  2.7700  1.9873  1.2567
C  2.2488  2.2775  0.0026
C  2.7369  3.3450  -0.8137
C  1.9020  3.4585  -1.8653
C  0.9004  2.4500  -1.7265
C  -0.0900  2.2121  -2.6577
C  -0.1079  2.9926  -3.9326
C  -1.1770  3.8455  -4.2086
C  -1.2052  4.5793  -5.3881
C  -0.1702  4.4562  -6.3081
C  0.8969  3.6054  -6.0422
C  0.9297  2.8825  -4.8569
C  -1.0947  1.2836  -2.4437
N  -1.3414  0.6071  -1.2617
C  -2.5043  -0.0959  -1.5105
C  -3.2852  -0.6183  -0.5031
C  -4.5903  -1.2726  -0.8015
C  -4.7736  -2.6088  -0.4507
C  -5.9818  -3.2440  -0.7012
C  -7.0238  -2.5387  -1.2899
C  -6.8555  -1.1984  -1.6248
C  -5.6419  -0.5679  -1.3863
C  -2.9313  -0.4466  0.8145
C  -3.8733  -0.6018  1.8747
C  -3.2198  -0.3592  3.0254
C  -1.8595  -0.0939  2.6883
N  -1.6758  -0.0873  1.3086
C  -0.8704  0.0227  3.6367
C  0.4156  0.3414  3.2840
C  1.4924  0.5011  4.2067
C  2.5171  1.0415  3.5224
C  2.0807  1.2305  2.1748
N  0.8136  0.6769  1.9972
C  -1.2202  -0.1597  5.0747
C  -1.1241  0.9078  5.9656
C  -1.4588  0.7359  7.3024
C  -1.8830  -0.5076  7.7579
C  -1.9828  -1.5743  6.8722
C  -1.6582  -1.3981  5.5346
C  -2.8908  0.0206  -2.8767
C  -2.0300  0.8920  -3.4485
N  1.1018  1.7206  -0.5531
H  7.2796  4.4830  2.7715
H  7.3116  2.9159  0.8516
H  5.2450  1.7843  0.1490
H  3.0911  3.7704  3.2797
H  5.1578  4.9125  3.9746
H  3.5906  3.9644  -0.5784
H  1.9324  4.1979  -2.6544
H  -1.9837  3.9451  -3.4882
H  -2.0372  5.2477  -5.5879
H  -0.1923  5.0270  -7.2298
H  1.7032  3.5002  -6.7613
H  1.7576  2.2086  -4.6590
H  -3.9654  -3.1592  0.0221
H  -6.1118  -4.2857  -0.4275
H  -7.9723  -3.0292  -1.4761
H  -7.6755  -0.6381  -2.0613
H  -5.5215  0.4857  -1.6223
H  -4.9211  -0.8355  1.7373
H  -3.6190  -0.3493  4.0309
H  1.4511  0.2563  5.2579
H  3.4931  1.3053  3.8992
H  -0.8035  1.8820  5.6062
H  -1.3940  1.5755  7.9869
H  -2.1447  -0.6431  8.8013
H  -2.3150  -2.5455  7.2227
H  -1.7406  -2.2330  4.8451
H  -3.7320  -0.4805  -3.3360
H  -2.0234  1.2447  -4.4720
C  3.5431  -1.2161  1.5027
N  2.8352  -1.3499  0.2095
C  3.8355  -1.0714  -0.8356
C  2.3739  -2.7401  0.0868
C  1.1972  -2.9631  0.9858
N  -0.1085  -2.3962  0.5350
C  -0.5362  -3.0551  -0.7305
C  -1.0645  -2.8393  1.5766
H  4.3586  -1.9453  1.5516
H  2.8749  -1.3867  2.3454
H  3.9757  -0.2255  1.6040
H  4.7609  -1.6299  -0.6436
H  4.0762  -0.0094  -0.8426
H  3.4633  -1.3612  -1.8074
H  3.1617  -3.4333  0.4026
H  2.1579  -2.9725  -0.9532
H  1.4044  -2.5169  1.9540
H  1.0567  -4.0343  1.1537
H  -0.5044  -4.1456  -0.6175
H  0.0878  -2.7808  -1.5587
H  -1.5608  -2.7581  -0.9429
H  -1.0381  -3.9270  1.6269
H  -2.0731  -2.5252  1.3381
H  -0.7739  -2.4367  2.5427
O  0.8878  -0.7330  -1.7990
H  1.4578  -0.0333  -2.1377
H  0.6382  -1.3528  -2.6049
N  0.1850  -3.4273  -5.6932
C  -1.1130  -3.3702  -5.2284
C  -1.0432  -2.6755  -4.0661
N  0.2809  -2.3163  -3.8156
C  0.9871  -2.7844  -4.8252
H  0.4857  -3.8781  -6.5390
H  -1.9415  -3.8181  -5.7566
H  -1.8454  -2.4024  -3.3936
H  2.0578  -2.6951  -4.9558

Output
Multiplicity: 1
Frontier orbital gap (alpha / beta): 5.90 / 5.90 eV
E_HOMO (alpha / beta): -12.140 / -12.139 eV
Relative energy (zero: lowest compared OMol25 entry of this formula, charge and spin): 114.0 kJ/mol
Total charge: +2

---

Entry 5:
# C4H8N2

C4H8N2 in the gas phase (wB97M-V/def2-TZVPD, the OMol25 dataset).

Geometry (Å):
C  -1.9812  0.9286  -1.3428
C  -1.2463  0.2324  -0.1374
N  -0.2096  -0.6985  -0.6750
C  0.6954  -1.1477  0.4515
C  1.5470  -0.0108  0.8512
N  2.2218  0.8474  1.2715
H  -2.5441  1.7895  -0.9823
H  -2.6603  0.1569  -1.6143
H  -1.3979  1.3977  -2.1727
H  -1.9580  -0.3103  0.4385
H  -0.6107  0.9272  0.5800
H  -0.7200  -1.4918  -1.0140
H  0.3111  -1.5886  1.4763
H  1.4048  -1.9374  0.1774

Output
Multiplicity: 1
Frontier orbital gap: 10.78 eV
E_HOMO: -10.000 eV
Relative energy (zero: lowest compared OMol25 entry of this formula, charge and spin): 138.4 kJ/mol
Total charge: 0
Structure (SMILES): CCNCC#N

---

Entry 6:
# C3H5NS

2 unconnected molecules or ions with the total composition C3H5NS (wB97M-V/def2-TZVPD, the OMol25 dataset).

Geometry (Å):
C  -0.0944  -0.6230  -0.1838
C  0.2048  0.6625  0.1892
C  -0.6192  1.4850  0.7666
H  0.2408  -2.8199  -0.5990
H  1.3134  -1.3232  -1.4688
H  -1.0672  -0.9893  0.0410
H  1.0699  1.2468  -0.1318
H  -1.5821  1.0768  0.9056
N  0.5453  -1.5054  -1.0466
S  -0.0114  2.7898  1.5277

Output
Multiplicity: 1
Frontier orbital gap: 7.43 eV
E_HOMO: -8.010 eV
Relative energy (zero: lowest compared OMol25 entry of this formula, charge and spin): 351.1 kJ/mol
Total charge: 0

---

Entry 7:
# C3H2O3

C3H2O3 in the gas phase (wB97M-V/def2-TZVPD, the OMol25 dataset).

Geometry (Å):
O  -0.4724  1.1546  0.0208
C  0.2732  1.0157  1.0968
C  0.4741  -1.0619  -0.2171
O  1.4693  -1.6648  -0.0018
C  -0.3769  -0.0203  -0.7577
O  -0.8641  -1.1973  -0.0625
H  0.0830  1.9292  1.6861
H  -0.7311  0.1134  -1.7766

Output
Multiplicity: 1
Frontier orbital gap: 9.55 eV
E_HOMO: -9.678 eV
Relative energy (zero: lowest compared OMol25 entry of this formula, charge and spin): 446.2 kJ/mol
Total charge: 0

---

Entry 8:
# C5H11NO

C5H11NO in the gas phase (wB97M-V/def2-TZVPD, the OMol25 dataset).

Geometry (Å):
C  -1.7640  -0.4705  -1.2468
C  -1.2786  0.2320  0.0171
C  0.2444  0.3938  0.0901
C  0.6513  1.5215  1.0396
N  0.8616  -0.8733  0.4651
C  1.9881  -1.3495  -0.1255
O  2.5602  -0.8307  -1.0642
H  -1.4741  0.0977  -2.1380
H  -1.3360  -1.4744  -1.3371
H  -2.8552  -0.5632  -1.2505
H  -1.7412  1.2241  0.0869
H  -1.6152  -0.3199  0.9078
H  0.6422  0.6134  -0.9062
H  0.3372  2.4893  0.6326
H  0.1785  1.4023  2.0228
H  1.7367  1.5429  1.1753
H  0.5258  -1.3427  1.2940
H  2.3383  -2.2929  0.3369

Output
Multiplicity: 1
Frontier orbital gap: 10.63 eV
E_HOMO: -9.722 eV
Relative energy (zero: lowest compared OMol25 entry of this formula, charge and spin): 21.5 kJ/mol
Total charge: 0
Structure (SMILES): CC[C@@H](C)NC=O

---

Entry 9:
# C5H12N2

C5H12N2 in the gas phase (wB97M-V/def2-TZVPD, the OMol25 dataset).

Geometry (Å):
C  -0.3099  1.3606  -1.8722
C  -0.2113  0.4025  -0.9454
C  1.0887  -0.1822  -0.5681
C  1.3616  -1.1202  0.5533
N  0.4055  -2.2991  0.5785
N  -1.1787  0.1939  0.0474
C  -1.5481  1.2921  0.9501
H  0.7023  1.6576  -2.2918
H  -1.1969  1.9591  -2.0715
H  1.5337  -0.6052  -1.4832
H  1.5749  0.7075  -0.3511
H  1.0165  -0.3994  1.3879
H  2.3872  -1.4414  0.6864
H  0.0360  -2.9101  -0.1976
H  0.4196  -2.8640  1.4671
H  -0.9463  -0.7103  0.4741
H  -2.0878  1.0812  1.8477
H  -0.7650  1.9285  1.3235
H  -2.2822  1.9489  0.4649

Output
Multiplicity: 1
Frontier orbital gap: 8.90 eV
E_HOMO: -7.900 eV
Relative energy (zero: lowest compared OMol25 entry of this formula, charge and spin): 268.5 kJ/mol
Total charge: 0
Structure (SMILES): C=C(CCN)NC